Entry from OMol25: C2HClO2S in the gas phase (the ωB97M-V functional and the def2-TZVPD basis).

Each atom is followed by the atoms it is bonded to, with distances in Å.
Cartesian coordinates (Å):
1 C 1.894 0.143 -0.054  C2 1.231, H7 1.120
2 C 0.710 -0.139 -0.233  C1 1.231, S5 1.810
3 O -1.025 -0.568 1.396  S5 1.423
4 O -1.840 -1.185 -0.830  S5 1.424
5 S -1.077 -0.312 -0.002  C2 1.810, O3 1.423, O4 1.424, Cl6 2.091
6 Cl -1.648 1.676 -0.307  S5 2.091
7 H 2.985 0.383 0.030  C1 1.120

## Properties
Charge: 0
Frontier orbital gap (eV): 10.511
SMILES: C#CS(=O)(=O)Cl
Relative energy (zero: lowest compared OMol25 entry of this formula, charge and spin) (kJ/mol): 256.59
2S+1: 1
Molecular weight (g mol⁻¹): 124.5
LUMO energy (eV): -0.792

Now the Mulliken charges, all in e:
1 C 0.262
2 C -0.523
3 O -0.447
4 O -0.443
5 S 0.923
6 Cl -0.128
7 H 0.355